Entry from the Open Molecules 2025 dataset: a structure of composition C12H18N4O5PS2 (the ωB97M-V functional and the def2-TZVPD basis).

## Properties
LUMO energy   -5.7 eV
E_HOMO   -10.28 eV
Charge   +1
E_tot   -59883.0832 eV

Last column: natural (NBO) charge in e.
Atoms and positions in Å:
1 N 0.966 -2.042 4.474  -1.28
2 P 0.813 -1.981 2.940  1.07
3 S 2.282 -3.001 1.681  2.06
4 O 2.469 -2.120 0.527  -1.02
5 O 3.421 -3.226 2.529  -0.94
6 N 1.512 -4.260 1.145  -1.30
7 S 1.444 -5.607 2.020  2.50
8 O 1.240 -5.330 3.415  -0.97
9 O 0.561 -6.487 1.327  -0.94
10 O 2.906 -6.230 1.888  -0.88
11 H 1.758 -2.587 4.795  0.41
12 H 0.793 -0.678 2.375  -0.11
13 H -0.396 -2.529 2.445  -0.10
14 H 3.373 -6.047 2.716  0.51
15 C -1.503 6.782 -1.325  -0.41
16 N -1.314 5.313 -1.344  -0.25
17 C -0.145 4.804 -0.915  0.10
18 C 0.066 3.447 -0.890  -0.20
19 C -0.947 2.586 -1.309  0.06
20 C -2.142 3.137 -1.758  -0.22
21 C -2.298 4.505 -1.766  0.11
22 C -0.753 1.115 -1.255  0.00
23 C -1.631 0.316 -0.533  -0.21
24 C -1.412 -1.044 -0.481  0.11
25 N -0.378 -1.595 -1.123  -0.22
26 C 0.481 -0.845 -1.826  0.13
27 C 0.318 0.518 -1.911  -0.20
28 C -0.094 -3.043 -1.006  -0.44
29 H -0.719 7.246 -1.918  0.25
30 H -1.454 7.128 -0.296  0.25
31 H -2.473 7.018 -1.747  0.24
32 H 0.601 5.515 -0.590  0.25
33 H 1.012 3.069 -0.527  0.27
34 H -2.953 2.515 -2.110  0.26
35 H -3.206 4.981 -2.106  0.25
36 H -2.463 0.735 0.016  0.25
37 H -2.040 -1.713 0.089  0.26
38 H 1.309 -1.368 -2.283  0.27
39 H 1.033 1.097 -2.478  0.25
40 H 0.917 -3.069 -0.614  0.31
41 H -0.172 -3.532 -1.974  0.24
42 H -0.780 -3.493 -0.297  0.25

Entry from the Open Molecules 2025 dataset: a cluster of 6 separate species, C12H18N6 in total in a non-equilibrium geometry (the ωB97M-V functional and the def2-TZVPD basis).

## Properties
Spin multiplicity   2
LUMO energy (alpha / beta)   2.4 / 2.4 eV
E_HOMO (alpha / beta)   0.50 / -8.44 eV
Charge   -1
E_tot   -21673.5732 eV

Last column: natural (NBO) charge in e.
Atoms and positions in Å:
1 C -3.222 1.773 -3.903  -0.72
2 C -2.807 0.913 -2.785  0.29
3 N -2.551 0.239 -1.861  -0.35
4 H -3.132 1.122 -4.772  0.25
5 H -2.626 2.684 -3.852  0.27
6 H -4.250 2.105 -3.756  0.25
7 C 1.247 1.757 -3.336  -0.72
8 C 0.907 3.027 -3.992  0.32
9 N 0.604 4.027 -4.501  -0.39
10 H 0.361 1.254 -2.948  0.26
11 H 2.075 1.968 -2.659  0.28
12 H 1.619 1.101 -4.123  0.25
13 C -0.079 -3.327 3.359  -0.97
14 C -1.177 -2.667 2.617  0.29
15 N -2.080 -2.094 2.126  -0.39
16 H -0.311 -4.102 4.089  0.24
17 H 0.564 -2.548 3.770  0.23
18 H 0.460 -3.873 2.584  0.23
19 C -0.845 0.929 0.901  -0.73
20 C -0.053 1.953 0.160  0.33
21 N 0.518 2.743 -0.400  -0.39
22 H -0.558 -0.105 0.710  0.26
23 H -1.891 1.035 0.613  0.25
24 H -0.815 1.018 1.987  0.26
25 C 0.617 -2.428 -0.544  -0.74
26 C 1.529 -1.618 -1.336  0.32
27 N 2.192 -0.974 -1.987  -0.38
28 H 0.987 -2.465 0.480  0.28
29 H 0.463 -3.387 -1.041  0.24
30 H -0.364 -1.952 -0.568  0.27
31 C 2.120 0.520 4.594  -1.10
32 C 1.957 -0.106 3.362  0.24
33 N 1.799 -0.588 2.299  -0.42
34 H 1.730 -0.055 5.435  0.21
35 H 1.826 1.562 4.470  0.24
36 H 3.188 0.562 4.807  0.24

Entry from the Open Molecules 2025 dataset: a structure of composition C12H18N6S5V in a non-equilibrium geometry (the ωB97M-V functional and the def2-TZVPD basis).

## Properties
Spin multiplicity   4
LUMO energy (alpha / beta)   -0.5 / -0.7 eV
E_HOMO (alpha / beta)   -6.10 / -6.28 eV
E_tot   -101542.5646 eV

Last column: natural (NBO) charge in e.
Atoms and positions in Å:
1 V -0.323 -0.244 0.886  0.60
2 C 2.495 -2.892 -1.180  -0.68
3 C 1.806 -1.810 -0.412  0.20
4 N 0.535 -1.812 -0.206  -0.26
5 N -0.215 -2.816 -0.730  -0.44
6 C -1.544 -2.918 -0.418  0.26
7 N -2.178 -3.915 -1.088  -0.78
8 S -2.306 -1.986 0.705  -0.01
9 C 2.524 -0.658 0.186  0.23
10 C 3.898 -0.492 0.071  -0.24
11 C 4.491 0.606 0.677  -0.16
12 C 3.697 1.504 1.366  -0.22
13 C 2.331 1.281 1.419  0.08
14 N 1.764 0.225 0.844  -0.48
15 H 2.175 -2.900 -2.227  0.23
16 H 2.269 -3.869 -0.744  0.24
17 H 3.573 -2.780 -1.188  0.24
18 H 0.199 -3.407 -1.435  0.39
19 H -1.817 -4.259 -1.962  0.39
20 H -3.177 -3.943 -0.974  0.42
21 H 4.500 -1.197 -0.480  0.22
22 H 5.559 0.757 0.598  0.22
23 H 4.112 2.382 1.839  0.23
24 H 1.643 1.967 1.901  0.24
25 S 0.134 3.506 -0.033  -0.14
26 C -0.790 2.165 0.197  -0.50
27 S -1.108 0.957 -1.039  -0.20
28 S -1.479 1.743 1.800  -0.29
29 C 0.081 -0.910 6.982  -0.42
30 N 0.642 -1.224 5.675  -0.60
31 C 0.252 -0.649 4.513  0.36
32 S 0.347 -1.579 3.093  -0.22
33 N -0.185 0.603 4.493  -0.61
34 C 0.043 1.653 5.470  -0.42
35 H 0.362 -1.710 7.662  0.22
36 H -1.009 -0.852 6.945  0.20
37 H 0.474 0.018 7.389  0.20
38 H 0.916 -2.184 5.543  0.41
39 H -0.443 0.942 3.559  0.45
40 H -0.632 1.588 6.323  0.20
41 H -0.145 2.594 4.957  0.24
42 H 1.076 1.646 5.825  0.20

How do the records compare in energy above the lowest of the compared OMol25 structures with the same formula, charge and spin? In the order shown, they have 0.152 0.194 0.603 eV.